The following is a quantum chemistry calculation of the molecule C6H10O, from the OMol25 dataset.

Last column: Löwdin charge in e.
CARTESIAN COORDINATES (ANGSTROEM)
1 C -0.854169 -0.535905 1.609258  -0.066
2 C -0.457121 0.460833 0.518036  -0.326
3 C 1.058029 0.795364 0.501718  -0.215
4 C 1.728316 0.180985 -0.692296  0.103
5 O -0.484030 1.169901 -1.709598  -0.036
6 C 0.684100 -0.798263 -1.167362  -0.196
7 C -0.607516 -0.026327 -0.927053  -0.361
8 H -0.752166 -0.065816 2.594769  0.081
9 H -0.212969 -1.426557 1.614776  0.075
10 H -1.894061 -0.870232 1.514170  0.078
11 H -1.064044 1.365015 0.629450  0.139
12 H 1.617056 0.321306 1.328270  0.126
13 H 1.279678 1.863502 0.585790  0.113
14 H -0.105704 0.945665 -2.569924  0.099
15 H 0.809254 -1.182552 -2.187322  0.106
16 H 0.808038 -1.660371 -0.486282  0.131
17 H -1.552691 -0.536548 -1.156399  0.147

Cartesian forces, eV/Å:
0.01 -0.06 -0.01
0.00 0.05 -0.05
0.08 0.06 -0.07
-0.14 -0.27 0.42
-0.20 0.01 -0.35
0.09 0.11 -0.12
-0.05 -0.14 0.20
0.00 -0.07 -0.18
-0.09 0.12 -0.06
0.16 0.08 -0.05
0.13 -0.06 -0.01
-0.03 0.07 0.02
0.07 -0.16 -0.03
-0.17 0.04 0.12
0.06 0.14 0.15
-0.09 0.09 -0.09
0.17 -0.02 0.12

The strongest force on any atom is 0.010 Eh/bohr. As for the HOMO energy: -8.366 eV.

The following is a quantum chemistry calculation of a structure of composition C30H32CsF5N3O3SbSe, from the OMol25 dataset.

Last column: Löwdin charge in e.
CARTESIAN COORDINATES (ANGSTROEM)
1 Cs 0.365117 1.824080 -0.215477  0.900
2 O 3.423279 -0.298909 3.270722  -0.039
3 C 2.892492 0.274564 2.302067  -0.695
4 O 1.679918 0.464168 2.052757  -0.210
5 C 3.885186 0.837099 1.260131  -0.198
6 C 5.250400 0.845033 1.538716  -0.023
7 C 6.121172 1.385793 0.610105  -0.090
8 C 5.608044 1.900060 -0.572569  -0.078
9 C 4.237408 1.842602 -0.773581  -0.129
10 N 3.396517 1.321719 0.120136  0.051
11 H 5.576103 0.426030 2.480030  0.104
12 H 7.187935 1.413055 0.804921  0.092
13 H 6.247173 2.346778 -1.323468  0.092
14 H 3.776293 2.240961 -1.672065  0.082
15 O 1.724923 3.182528 -2.414597  -0.247
16 C 2.251907 4.288395 -2.735357  -0.441
17 C 3.326496 4.378299 -3.680935  -0.048
18 C 3.883377 5.577721 -4.063282  -0.142
19 C 3.426508 6.792273 -3.544032  -0.157
20 C 2.393994 6.749574 -2.618021  -0.090
21 C 1.817577 5.553510 -2.203046  -0.112
22 C 0.710654 5.607619 -1.236264  -0.313
23 N 0.608539 5.044415 -0.049802  0.054
24 C -0.600695 5.449763 0.463290  -0.183
25 C -1.246180 6.266926 -0.414617  -0.116
26 N -0.397069 6.364193 -1.491265  0.093
27 H 3.680357 3.444097 -4.103552  0.097
28 H 4.694692 5.576242 -4.785707  0.084
29 H 3.872035 7.733748 -3.838992  0.071
30 H 2.033998 7.675751 -2.176588  0.099
31 H -0.935880 5.128129 1.436548  0.092
32 H -2.202528 6.758022 -0.380794  0.093
33 H -0.567818 6.831874 -2.362927  0.149
34 F -9.358901 -2.377690 0.387195  0.079
35 C -8.117447 -1.912548 0.139413  -0.163
36 C -7.027718 -2.761523 0.156181  -0.160
37 F -7.216259 -4.068388 0.421980  0.086
38 C -5.761232 -2.269824 -0.098502  -0.266
39 F -4.761090 -3.165476 -0.061982  0.053
40 C -5.497161 -0.926380 -0.382105  -0.609
41 Se -3.758155 -0.282992 -0.730288  0.498
42 C -6.630195 -0.106775 -0.383764  -0.277
43 F -6.519585 1.206451 -0.637830  0.048
44 C -7.907073 -0.574701 -0.133758  -0.161
45 F -8.962939 0.263253 -0.152332  0.082
46 C -1.686416 -1.919680 3.137487  -0.160
47 C -1.875393 -2.679775 1.825978  -0.583
48 C -2.170816 -4.154273 2.066335  -0.149
49 Sb -0.221351 -2.140163 0.519075  1.472
50 C -0.282920 -3.741202 -0.978130  -0.583
51 C 0.114264 -5.149939 -0.552502  -0.160
52 C -1.651888 -3.729885 -1.655740  -0.175
53 C 1.480302 -2.748760 1.735171  -0.572
54 C 1.410456 -4.025391 2.563953  -0.143
55 C 2.725595 -2.717559 0.851983  -0.162
56 H -2.567869 -2.038223 3.778957  0.069
57 H -1.539608 -0.851134 2.966995  0.067
58 H -0.818567 -2.278046 3.697485  0.060
59 H -2.719672 -2.236325 1.292136  0.013
60 H -1.330248 -4.678082 2.525995  0.051
61 H -2.427511 -4.673243 1.142556  0.046
62 H -3.030318 -4.255483 2.741578  0.071
63 H 0.456528 -3.389106 -1.706146  0.066
64 H -0.530806 -5.531100 0.240817  0.054
65 H 1.143094 -5.193503 -0.194161  0.043
66 H 0.029562 -5.841705 -1.401764  0.066
67 H -2.434357 -4.085118 -0.982023  0.050
68 H -1.652638 -4.386026 -2.535467  0.067
69 H -1.954270 -2.729466 -1.970433  0.037
70 H 1.553341 -1.901295 2.420300  0.047
71 H 1.269861 -4.921851 1.957149  0.049
72 H 0.601992 -3.989795 3.295065  0.045
73 H 2.346902 -4.147472 3.122537  0.072
74 H 2.726643 -3.530035 0.117049  0.057
75 H 3.628623 -2.812769 1.464185  0.076
76 H 2.803317 -1.773121 0.306915  0.057

Cartesian forces, eV/Å:
-0.02 -0.06 0.03
-0.14 -0.06 0.05
0.09 0.12 -0.06
0.02 -0.06 0.11
0.02 0.02 0.01
0.01 -0.01 -0.03
0.00 -0.01 0.02
-0.01 0.01 -0.02
0.03 -0.01 0.00
0.03 0.04 -0.05
0.00 0.00 0.00
0.00 0.00 0.00
0.00 0.00 0.00
0.00 0.00 0.00
-0.02 0.03 0.00
0.00 -0.01 0.01
0.01 0.01 0.00
0.00 -0.01 0.00
-0.01 0.00 0.00
0.01 0.00 0.00
0.00 -0.01 0.00
-0.01 0.01 0.01
0.01 0.00 -0.02
-0.02 0.01 -0.02
0.00 0.00 0.01
0.00 0.01 0.00
0.00 0.00 0.00
0.00 0.00 0.00
0.00 0.00 0.00
0.00 0.00 0.00
0.00 0.00 0.00
0.00 0.00 0.00
0.00 0.00 0.00
0.00 0.00 0.00
0.00 0.00 0.01
0.00 0.00 0.00
0.00 -0.01 0.00
-0.01 -0.01 0.00
0.00 -0.01 -0.01
0.02 0.01 0.02
-0.01 0.02 -0.02
-0.02 0.00 0.00
0.00 -0.01 0.00
0.01 0.00 0.00
0.01 0.01 0.00
-0.01 0.00 0.00
0.01 0.03 -0.01
0.00 0.00 0.00
0.01 -0.04 -0.03
-0.01 -0.01 0.03
0.00 0.00 -0.01
0.00 0.00 0.00
-0.01 0.02 -0.02
0.00 0.00 0.00
0.00 -0.01 0.00
0.00 0.00 0.00
0.00 0.00 0.00
0.00 0.00 0.00
0.00 0.00 0.01
0.00 0.00 0.00
0.00 0.00 0.00
0.00 0.00 0.00
0.00 0.00 0.00
0.00 0.00 0.00
0.00 0.00 0.00
0.00 0.00 0.00
0.00 0.00 0.00
0.00 0.00 0.00
0.00 0.00 0.00
0.01 -0.01 0.01
0.00 0.00 -0.01
0.00 0.00 0.00
0.00 0.00 0.00
0.00 0.00 0.00
0.00 0.00 0.00
0.00 0.00 0.00

The strongest force on any atom is 0.003 Eh/bohr. As for the HOMO energy: -2.197 eV. Its net charge is -2.

Gap between HOMO and LUMO? In order: 8.65 6.01 eV.
Relative energy (zero: lowest compared OMol25 entry of this formula, charge and spin)? In order: 312.5 0.0 kJ/mol.